ORCA calculation (ωB97M-V/def2-TZVPD) on a molecular structure, C4H10N2O at a distorted geometry.

Properties
LUMO energy (alpha / beta) (eV): 0.33 / 0.52
E_tot (eV): -9331.0414
Kohn-Sham gap (alpha / beta) (eV): 7.55 / 6.87
ΔE to the lowest compared entry with this formula, charge and spin (kJ/mol): 766.7

Last column: natural (NBO) charge in e.
Atoms and positions in Å:
C -0.67 0.48 -0.57  -0.020
C 1.23 -0.08 -0.54  -0.218
C -1.40 -0.74 -0.13  -0.667
C 1.77 -0.86 0.64  -0.637
N 0.11 1.23 0.38  -0.615
N -1.85 1.91 0.32  0.142
O -2.65 1.61 1.11  -0.280
H 0.42 2.08 -0.08  0.350
H -0.77 0.82 -1.59  0.201
H 0.97 -0.75 -1.37  0.201
H 1.90 0.69 -0.91  0.208
H -2.48 -0.60 -0.24  0.234
H -1.21 -0.95 0.92  0.229
H -1.12 -1.62 -0.72  0.210
H 2.61 -1.48 0.29  0.217
H 2.12 -0.20 1.43  0.226
H 1.02 -1.53 1.05  0.217

ORCA calculation (ωB97M-V/def2-TZVPD) on 2 unconnected molecules or ions with the total composition C4H10N2O.

Properties
LUMO energy (eV): 0.90
SMILES string: N/C=C\O.C=CN
E_tot (eV): -9336.4976
Kohn-Sham gap (eV): 8.74
ΔE to the lowest compared entry with this formula, charge and spin (kJ/mol): 240.2

Last column: natural (NBO) charge in e.
Atoms and positions in Å:
C -1.90 -1.10 -0.27  0.023
C -1.55 -1.14 -1.56  -0.567
N -1.38 -1.91 0.72  -0.808
H -0.52 -2.37 0.47  0.379
H -1.38 -1.52 1.65  0.383
H -2.70 -0.45 0.06  0.192
H -0.35 0.95 0.66  0.195
H -2.07 -0.55 -2.29  0.212
H 0.44 0.10 -1.28  0.396
H -0.79 -1.81 -1.92  0.195
C 1.46 1.74 1.33  0.061
O 2.81 1.94 1.21  -0.688
N 1.19 0.45 -0.71  -0.860
C 0.71 1.08 0.45  -0.128
H 3.14 1.38 0.50  0.471
H 1.82 1.02 -1.24  0.363
H 1.06 2.20 2.21  0.182

Question: The lowest ΔE to the lowest compared entry with this formula, charge and spin belongs to which entry?
Answer: number 2